1.
Formula: C3H4O2
Source: the Open Molecules 2025 dataset
Level of theory: ωB97M-V with the def2-TZVPD basis set

Geometry as XYZ:
```
9
Properties=species:S:1:pos:R:3:forces:R:3
C 1.0445 -0.4264 0.2607 0.022 -0.040 0.041
C 0.0904 0.6633 -0.1333 0.516 0.478 0.061
O 0.2705 1.8437 -0.1288 -0.145 -0.573 -0.040
C -1.5979 0.0207 0.0491 -0.247 -0.079 -0.333
O -1.0163 0.1040 -1.0831 -0.125 0.020 0.304
H 1.3577 -0.2488 1.2913 -0.044 -0.008 -0.132
H 1.9265 -0.3513 -0.3835 -0.128 0.016 0.059
H 0.6081 -1.4213 0.1786 0.038 0.168 -0.006
H -2.6837 -0.1839 -0.0511 0.113 0.017 0.045
```
Positions in Å, forces in eV/Å.

Largest force on an atom   0.71 eV Å⁻¹
Highest occupied orbital energy   -9.258 eV


2.
Formula: C3H4O2
Source: the Open Molecules 2025 dataset
Level of theory: ωB97M-V with the def2-TZVPD basis set

Geometry as XYZ:
```
9
Properties=species:S:1:pos:R:3:forces:R:3
C -0.0964 -0.0597 -0.6343 0.077 0.179 0.132
C -0.0345 1.1672 -0.0037 -0.078 -0.143 -0.106
C -0.2774 -1.3081 0.2460 0.040 -0.120 0.179
O 0.7232 -1.2238 1.0376 -0.259 0.125 -0.218
O -1.1791 -2.1032 0.0870 0.223 0.214 0.007
H 0.2866 -0.1808 -1.6459 -0.009 0.025 0.057
H -0.5956 1.3326 0.9124 0.055 -0.071 0.003
H 0.3461 2.0403 -0.5180 0.009 -0.072 0.004
H 0.8271 0.3354 0.5189 -0.058 -0.137 -0.058
```
Positions in Å, forces in eV/Å.

Largest force on an atom   0.36 eV Å⁻¹
Highest occupied orbital energy   -9.946 eV


3.
Formula: C3H4O2
Source: the Open Molecules 2025 dataset
Level of theory: ωB97M-V with the def2-TZVPD basis set

Geometry as XYZ:
```
9
Properties=species:S:1:pos:R:3:forces:R:3
C 0.0790 -0.4616 -0.0942 0.129 -1.144 1.272
C -1.1372 -1.1559 0.0525 4.622 2.470 -1.428
C 0.0064 1.1012 0.0645 -2.853 -3.647 -1.179
O -2.0996 -0.2571 0.0397 -1.399 1.957 0.057
O -1.4678 1.1473 -0.0843 -0.458 -0.321 0.163
H 1.0797 -0.8253 0.0961 -0.149 -0.819 -0.437
H 0.4837 1.7080 -0.7381 -0.463 -0.532 0.563
H 0.2706 1.3532 1.0698 0.317 0.617 0.541
H -1.3972 -2.2416 -0.0668 0.254 1.418 0.449
```
Positions in Å, forces in eV/Å.

Largest force on an atom   5.43 eV Å⁻¹
Highest occupied orbital energy   -8.573 eV
SMILES   C1=COOC1


4.
Formula: C3H4O2
Source: the Open Molecules 2025 dataset
Level of theory: ωB97M-V with the def2-TZVPD basis set

Geometry as XYZ:
```
9
Properties=species:S:1:pos:R:3:forces:R:3
O 1.5413 -0.7433 0.6180 -0.840 0.504 -0.244
C 0.3847 -0.8826 0.4973 0.723 -1.915 0.563
C -0.8397 -1.3534 0.4367 -0.093 0.245 0.288
O -0.4801 0.7966 -1.1153 1.231 1.141 0.314
C 0.3997 1.4841 -0.6406 -0.769 0.937 -0.149
H -1.6798 -0.7422 0.1667 0.057 -0.100 -0.133
H -0.9702 -2.3648 0.8006 0.079 0.070 0.058
H 1.0393 2.1810 -1.2037 -0.010 -0.324 -0.684
H 0.6048 1.6247 0.4402 -0.379 -0.558 -0.011
```
Positions in Å, forces in eV/Å.

Largest force on an atom   2.12 eV Å⁻¹
Highest occupied orbital energy   -9.058 eV
SMILES   C=C=O.C=O


5.
Formula: C3H4O2
Source: the Open Molecules 2025 dataset
Level of theory: ωB97M-V with the def2-TZVPD basis set

Geometry as XYZ:
```
9
Properties=species:S:1:pos:R:3:forces:R:3
C -0.2227 1.9037 0.2930 -1.718 0.453 1.315
C 0.8535 1.2647 0.5708 0.336 0.173 1.004
C -0.4668 -2.0072 -0.4716 -2.155 0.222 1.270
O 1.8595 0.7945 0.8506 1.109 -0.610 0.094
O -0.0953 -1.1836 0.3285 0.694 -1.174 -0.644
H -0.3895 2.0382 -0.6980 -0.181 0.626 -3.031
H -0.1431 -3.0803 -0.5363 0.565 0.796 -0.115
H -1.1509 1.9934 0.8425 0.577 -0.219 0.631
H -1.4556 -1.7800 -0.9611 0.773 -0.267 -0.525
```
Positions in Å, forces in eV/Å.

Largest force on an atom   3.10 eV Å⁻¹
Highest occupied orbital energy   -8.865 eV
SMILES   C=C=O.C=O


6.
Formula: C3H4O2
Source: the Open Molecules 2025 dataset
Level of theory: ωB97M-V with the def2-TZVPD basis set

Geometry as XYZ:
```
9
Properties=species:S:1:pos:R:3:forces:R:3
C -1.0012 0.4264 -0.0685 -0.185 -1.243 -0.268
C 0.3103 -0.3225 -0.2511 2.322 2.177 1.962
C 1.5309 0.3100 0.1164 -2.707 -2.148 -0.678
H -1.8140 -1.2837 0.0120 -0.943 1.183 0.424
H 0.2031 -1.3958 -0.4398 0.609 0.377 -0.198
H 2.4435 -0.3572 0.0840 -1.022 1.208 0.070
H 1.5794 1.3738 0.5171 -0.163 -1.621 -0.856
O -2.1355 -0.3493 0.1551 2.013 -1.348 -0.600
O -1.1166 1.5983 -0.1253 0.076 1.415 0.144
```
Positions in Å, forces in eV/Å.

Largest force on an atom   3.74 eV Å⁻¹
Highest occupied orbital energy   -10.476 eV
SMILES   C=CC(=O)O


7.
Formula: C3H4O2
Source: the Open Molecules 2025 dataset
Level of theory: ωB97M-V with the def2-TZVPD basis set

Geometry as XYZ:
```
9
Properties=species:S:1:pos:R:3:forces:R:3
C -0.4373 -2.0652 0.1926 -2.980 -7.623 0.539
C 0.0562 -1.0226 0.2332 4.002 9.219 -1.618
C 0.7598 0.5917 -0.4211 -1.691 -2.339 4.278
O -1.0034 1.8979 0.3979 0.724 -0.794 -0.295
O 0.4292 1.7123 0.3412 -0.101 -0.799 -0.500
H -0.7910 -3.1276 0.3046 0.484 1.993 -0.300
H 0.4301 0.5052 -1.3791 -1.465 0.281 -2.596
H 1.8052 0.4994 -0.3932 1.327 -0.206 0.407
H -1.2488 1.0089 0.7240 -0.299 0.267 0.085
```
Positions in Å, forces in eV/Å.

Largest force on an atom   10.18 eV Å⁻¹
Highest occupied orbital energy   -10.707 eV
SMILES   C#CCOO


8.
Formula: C3H4O2Rb
Source: the Open Molecules 2025 dataset
Level of theory: ωB97M-V with the def2-TZVPD basis set

Geometry as XYZ:
```
10
Properties=species:S:1:pos:R:3:forces:R:3
H -3.5283 1.2459 0.4634 2.709 -2.668 -1.981
O -2.9579 0.4314 -0.0150 0.195 3.698 0.532
C -4.0241 -0.3462 -0.3217 -1.778 0.420 4.128
C -5.1894 0.2584 0.0654 -1.409 -2.244 -2.312
O 5.5979 -0.0118 0.0991 -0.359 0.029 0.009
C 4.4774 0.0390 0.1403 0.247 -0.034 -0.001
Rb 0.6326 -0.0220 0.3649 -0.121 0.041 -0.052
H -3.8267 -1.4009 -0.1088 0.084 0.004 -0.826
H -5.9953 -0.4093 0.3759 -0.065 0.151 -0.477
H -5.5395 1.1288 -0.4970 0.499 0.605 0.980
```
Positions in Å, forces in eV/Å.

Total charge   +1
Largest force on an atom   4.51 eV Å⁻¹
Highest occupied orbital energy   -11.777 eV